# 1
DFT (ωB97M-V/def2-TZVPD) results for a cluster of 14 separate species, C24H49N5O32 in total.

DFT total energy ... -3625.20673 Eh
Kohn-Sham gap ... 2.456 eV
Max |F| ... 6.48 eV Å⁻¹

Structure (ORCA input):
```
! wB97M-V def2-TZVPD RIJCOSX def2/J DEFGRID3
* xyz -4 1
C -1.051 1.890 3.948
C -0.952 3.166 3.097
O -0.414 4.283 3.400
N -1.633 3.070 1.713
H -1.030 2.653 1.018
H -2.322 2.342 1.830
C -2.021 4.470 1.196
H -0.409 1.931 4.828
H -0.607 1.041 3.428
H -2.095 1.662 4.164
H -1.152 5.115 1.064
H -2.584 5.010 1.957
H -2.597 4.300 0.286
C -0.058 2.945 -4.733
C 0.626 1.633 -4.502
O 0.089 0.546 -4.676
N 2.024 1.727 -3.903
H 2.504 2.531 -4.282
H 1.955 2.004 -2.934
C 2.888 0.469 -3.964
H 0.488 3.656 -5.354
H -0.180 3.505 -3.806
H -1.087 2.808 -5.066
H 3.250 0.077 -4.915
H 2.413 -0.338 -3.407
H 3.777 0.798 -3.425
C 5.587 -1.334 3.833
C 5.279 -0.150 4.726
O 5.837 0.062 5.765
N 4.452 0.948 3.964
H 4.874 1.865 3.983
H 4.470 0.716 2.981
C 2.963 1.018 4.372
H 6.109 -1.943 4.570
H 6.192 -1.084 2.961
H 4.751 -1.970 3.541
H 2.964 1.464 5.367
H 2.300 0.160 4.259
H 2.557 1.720 3.644
C -3.356 -0.170 -5.504
C -4.629 -0.131 -4.735
O -4.931 -0.953 -3.884
N -5.453 1.199 -4.784
H -4.845 1.858 -4.318
H -5.592 1.515 -5.733
C -6.806 1.105 -3.900
H -3.443 0.303 -6.482
H -2.936 -1.176 -5.501
H -2.599 0.309 -4.884
H -7.551 0.395 -4.261
H -7.168 2.126 -3.778
H -6.403 0.771 -2.944
C -1.440 -0.909 -1.579
C -0.109 -1.125 -0.763
O 0.974 -0.756 -1.247
N -0.172 -1.659 0.646
H -1.031 -1.423 1.121
H -0.321 -2.657 0.605
C 0.999 -1.248 1.516
H -2.105 -1.771 -1.533
H -1.236 -0.767 -2.641
H -2.038 -0.069 -1.225
H 0.637 -0.320 1.959
H 1.890 -1.148 0.895
H 1.076 -2.122 2.162
O 1.703 -4.233 -0.959
C 2.435 -5.353 -1.026
O 3.636 -5.278 -1.325
O 1.892 -6.413 -0.702
H 1.011 -4.744 -0.534
O 4.855 -0.694 0.853
C 4.530 0.469 0.431
O 3.702 1.153 1.104
O 5.067 0.857 -0.620
H 5.518 -1.123 0.306
O -1.974 -3.766 -0.179
C -1.622 -4.630 0.714
O -2.189 -5.743 0.663
O -0.736 -4.315 1.527
H -2.543 -4.481 -0.472
O 2.400 -2.831 4.254
C 2.730 -3.698 5.202
O 1.795 -3.985 5.944
O 3.952 -4.064 5.368
H 1.530 -2.532 4.528
O -4.003 -0.070 3.251
C -3.237 -0.535 2.278
O -3.079 -1.741 2.051
O -2.739 0.344 1.543
H -4.042 0.874 3.081
O 1.097 2.085 0.588
C 0.995 2.733 -0.573
O 1.935 2.862 -1.309
O -0.077 3.235 -0.824
H 2.031 1.864 0.603
O -2.445 2.363 -1.984
C -3.093 3.360 -2.520
O -2.610 4.499 -2.411
O -4.206 3.179 -3.130
H -1.658 2.852 -1.731
O 0.637 -0.162 6.285
C -0.263 -0.915 5.683
O 0.005 -1.304 4.534
O -1.376 -1.151 6.234
H 0.373 -0.179 7.208
O 0.612 -2.432 -4.971
C -0.416 -3.289 -4.881
O -1.381 -2.884 -4.241
O -0.387 -4.382 -5.396
H 0.067 -1.744 -4.582
*
```

=====

# 2
DFT (ωB97M-V/def2-TZVPD) results for a structure of composition C22H25BrN3O2SV.

DFT total energy ... -5084.29661 Eh
Expectation value of S² ... 3.809
Kohn-Sham gap (alpha / beta) ... 3.955 / 6.733 eV
Max |F| ... 1.68 eV Å⁻¹

Structure (ORCA input):
```
! wB97M-V def2-TZVPD RIJCOSX def2/J DEFGRID3
* xyz -1 4
V 0.205 -0.024 0.096
O -1.661 5.320 2.618
C -1.273 4.158 1.952
C -1.937 2.906 2.161
C -1.512 1.819 1.479
N -0.471 1.807 0.562
C 0.150 3.059 0.389
Br 1.590 3.104 -0.841
C -0.219 4.197 1.054
H -2.310 5.069 3.281
H -2.766 2.812 2.853
H -1.995 0.860 1.643
H 0.307 5.125 0.866
O 1.182 -0.164 1.910
N 1.600 -1.367 2.292
C 2.635 -1.404 3.151
C 3.146 -2.592 3.597
C 2.559 -3.774 3.133
C 1.499 -3.715 2.275
C 0.971 -2.479 1.826
S -0.353 -2.301 0.756
H 3.003 -0.428 3.426
H 3.983 -2.588 4.279
H 2.949 -4.734 3.447
H 1.028 -4.611 1.896
C 2.755 -2.306 -1.588
C 3.283 -0.978 -2.137
C 3.695 -0.032 -1.008
C 2.339 -0.352 -3.150
C 2.823 -0.159 -4.441
C 2.016 0.324 -5.459
C 0.685 0.585 -5.167
C 0.159 0.421 -3.889
C -1.326 0.680 -3.711
C -1.633 1.922 -2.873
C -2.082 -0.546 -3.193
C 1.002 -0.016 -2.843
N 0.543 -0.130 -1.543
H 3.501 -2.766 -0.932
H 2.540 -3.001 -2.404
H 1.835 -2.161 -1.023
H 4.193 -1.211 -2.701
H 2.839 0.297 -0.419
H 4.177 0.866 -1.401
H 4.401 -0.533 -0.337
H 3.860 -0.407 -4.648
H 2.410 0.484 -6.455
H 0.023 0.933 -5.954
H -1.701 0.884 -4.721
H -1.335 1.796 -1.835
H -2.707 2.132 -2.904
H -1.103 2.796 -3.262
H -1.762 -0.787 -2.180
H -1.895 -1.416 -3.827
H -3.159 -0.353 -3.182
*
```

=====

# 3
DFT (ωB97M-V/def2-TZVPD) results for a structure of composition C34H35ClNbO6P2SSe2.

DFT total energy ... -8168.72808 Eh
Kohn-Sham gap ... 5.967 eV
Max |F| ... 4.11 eV Å⁻¹

Structure (ORCA input):
```
! wB97M-V def2-TZVPD RIJCOSX def2/J DEFGRID3
* xyz 1 1
Nb -1.490 -0.925 -0.237
O 0.647 1.286 -2.044
C 1.012 0.150 -1.786
O 0.065 -0.792 -1.324
C 2.417 -0.479 -1.768
P 3.187 0.109 -0.147
C 4.335 1.371 -0.770
C 5.220 1.134 -1.776
C 6.183 2.070 -2.151
C 6.153 3.329 -1.544
C 5.153 3.593 -0.568
C 4.316 2.598 -0.090
C 4.285 -1.285 0.303
C 3.582 -2.587 0.535
C 4.311 -3.670 0.988
C 5.693 -3.556 1.184
C 6.285 -2.363 0.964
C 5.643 -1.148 0.535
H 3.007 -0.338 -2.764
H 2.354 -1.621 -1.700
H 5.249 0.074 -2.152
H 6.793 1.920 -3.006
H 6.835 4.104 -2.006
H 5.114 4.551 0.001
H 3.815 2.647 0.928
H 2.498 -2.734 0.336
H 3.735 -4.551 1.332
H 6.192 -4.488 1.455
H 7.354 -2.314 1.211
H 6.222 -0.237 0.306
Se -0.436 1.331 1.083
P -2.583 1.458 1.733
Se -3.899 -0.046 0.887
C -3.290 3.128 1.362
C -3.790 3.951 2.407
C -4.529 5.102 2.087
C -4.565 5.505 0.727
C -4.120 4.666 -0.285
C -3.374 3.517 0.001
C -2.253 1.298 3.538
C -2.701 0.070 4.123
C -2.323 -0.196 5.470
C -1.418 0.607 6.103
C -0.800 1.714 5.442
C -1.264 2.056 4.172
H -3.608 3.689 3.417
H -4.862 5.672 2.952
H -4.975 6.442 0.453
H -4.525 4.797 -1.273
H -2.904 2.961 -0.772
H -3.390 -0.531 3.523
H -2.678 -1.056 6.041
H -1.154 0.337 7.118
H -0.121 2.386 6.022
H -0.805 2.917 3.768
C -1.496 -2.585 2.502
C -0.663 -2.041 1.341
O 0.521 -2.030 1.205
H -2.124 -3.443 2.129
H -2.023 -1.672 2.842
H -0.799 -2.903 3.218
O -2.347 -2.591 -1.012
S -3.296 -3.738 -1.802
C -1.884 -4.790 -2.411
C -1.134 -4.038 -3.493
C -2.121 -3.188 -4.295
C -3.427 -2.994 -3.444
H -2.285 -5.736 -2.739
H -1.249 -5.115 -1.611
H -0.526 -4.823 -4.067
H -0.441 -3.410 -2.907
H -2.367 -3.661 -5.268
H -1.618 -2.231 -4.477
H -4.232 -3.585 -3.897
H -3.657 -1.959 -3.325
Cl -4.597 1.955 -3.771
C -2.755 1.769 -3.542
C -2.276 0.508 -2.851
O -1.890 -0.401 -3.582
O -2.329 0.538 -1.522
H -2.518 2.755 -3.058
H -2.264 1.780 -4.514
*
```